a:
DFT (ωB97M-V with the def2-TZVPD basis set) results for C5H12N2 in the gas phase.

```
19
Properties=species:S:1:pos:R:3
H 0.663 -1.074 2.662
C 0.269 -1.439 1.714
H -0.324 -1.243 -1.105
H -0.763 2.032 0.942
H -1.622 -0.381 1.328
C -0.689 -0.851 0.976
H 1.857 -2.701 1.695
N 0.346 1.055 -2.134
H 0.649 -3.249 0.702
H 1.207 0.812 -0.300
C 0.182 0.925 -0.654
H 0.842 0.247 -2.501
C -0.598 -0.358 -0.493
H -0.069 3.045 -0.424
N 0.850 -2.741 1.558
H -1.582 2.121 -0.640
H 0.987 1.823 -2.315
H -1.613 -0.158 -0.878
C -0.592 2.134 -0.134
```

Output
orbital gap	0.3106	Ha
SMILES string	C[C@H](N)C/C=C\N

natural (NBO) atomic charge list, values in e, 5 entries: 0.17 0.03 0.20 0.22 0.21

=====

b:
DFT (ωB97M-V with the def2-TZVPD basis set) results for 2 unconnected molecules or ions with the total composition C5H12N2.

```
19
Properties=species:S:1:pos:R:3
C -1.630 1.281 1.629
C -0.286 0.805 -0.521
H 0.738 2.626 -1.018
H 3.061 -2.730 0.579
H -0.818 2.525 -1.669
H 1.729 -1.683 0.976
H -2.563 1.668 1.106
C 2.192 -2.577 1.229
H -1.674 0.897 2.626
C 0.092 1.947 -1.468
H 2.706 -2.672 2.202
N -0.649 0.940 0.844
H -1.490 -1.012 -0.653
H 0.223 1.562 -2.428
N 0.485 0.357 0.659
H 1.440 -3.433 1.223
H -1.917 0.269 -1.793
H -0.534 -0.584 -2.171
C -1.105 -0.185 -1.352
```

Output
orbital gap	0.3321	Ha

natural (NBO) atomic charge list, values in e, 5 entries: -0.30 0.23 0.23 0.21 0.21

=====

c:
DFT (ωB97M-V with the def2-TZVPD basis set) results for C5H12N2 in the gas phase.

```
19
Properties=species:S:1:pos:R:3
H -0.567 2.752 -0.186
N 1.385 1.944 -0.613
C -0.864 0.843 -1.022
H 0.810 -2.965 2.418
H -0.910 -1.276 -1.691
H 1.478 2.139 -1.686
H -0.809 -2.536 2.849
H -1.981 0.818 -0.587
H 0.145 1.438 0.741
C 0.000 1.785 -0.220
C -0.252 -0.588 -1.130
H 0.758 -0.458 -1.666
H -1.320 -2.283 0.679
C 0.275 -0.977 0.257
C -0.385 -1.835 1.103
H 1.823 2.670 -0.126
H 1.261 -0.549 0.579
H -0.934 1.315 -2.099
N 0.089 -2.236 2.400
```

Output
orbital gap	0.3478	Ha
SMILES string	N/C=C/CCCN

natural (NBO) atomic charge list, values in e, 5 entries: 0.16 -0.84 -0.39 0.38 0.22

=====

The most stable of them is c.

=====

a:
DFT (ωB97M-V with the def2-TZVPD basis set) results for a molecular structure, C5H12N2.

```
19
Properties=species:S:1:pos:R:3
N -0.022 -1.373 -1.461
C -0.756 -2.373 -1.387
H 0.786 -0.778 0.544
H -1.525 0.304 2.003
N -0.557 2.068 -0.124
C 0.848 0.302 0.770
H 2.965 0.230 0.410
H -0.485 -0.136 -1.241
H -1.842 -2.388 -1.213
H -1.895 -0.752 0.650
H -0.344 -3.384 -1.442
H 0.869 0.496 1.846
H -2.578 0.861 0.705
C -1.685 0.278 0.929
C 2.109 0.828 0.100
C -0.490 0.783 0.145
H 2.286 1.874 0.349
H 2.043 0.739 -0.984
H 0.273 2.422 -0.599
```

Output
orbital gap	0.3283	Ha

natural (NBO) atomic charge list, values in e, 5 entries: -0.58 -0.07 0.23 0.23 -0.56

=====

b:
DFT (ωB97M-V with the def2-TZVPD basis set) results for a molecular structure, C5H12N2.

```
19
Properties=species:S:1:pos:R:3
C -0.907 1.162 -0.671
H -0.288 1.173 0.226
H -1.937 0.855 1.907
H 1.480 -1.658 1.154
H -0.153 1.164 -1.447
H 1.808 -0.819 -2.171
N -3.095 0.075 0.371
C 2.478 -0.382 -0.414
C -2.177 -0.027 1.272
H -1.508 2.071 -0.695
N 1.589 -0.287 -1.336
H 2.941 -0.693 1.703
H -2.390 0.079 -1.557
H -1.811 -0.968 1.741
H 3.500 0.030 -0.514
H 1.661 0.193 0.764
H -1.487 -1.076 -0.695
C -1.860 -0.051 -0.607
C 2.155 -0.841 0.970
```

Output
orbital gap	0.2987	Ha

natural (NBO) atomic charge list, values in e, 5 entries: -0.62 0.18 0.13 0.25 0.25

=====

The most stable of them is a.

=====

a:
DFT (ωB97M-V with the def2-TZVPD basis set) results for C5H12N2 in the gas phase.

```
19
Properties=species:S:1:pos:R:3
H 0.708 -2.743 0.182
C 1.235 1.009 -0.866
H -1.281 -1.254 0.335
C -0.443 -0.973 -0.310
C -1.242 1.140 1.282
H -2.583 2.282 0.573
N 0.122 0.848 1.319
H -1.592 1.291 2.318
H 1.500 -0.506 0.644
H 1.060 -2.091 -1.429
H -0.445 -2.974 -1.142
H 0.446 1.616 -1.321
H 1.992 1.698 -0.475
C 0.699 0.118 0.237
H -0.891 -0.531 -1.208
H 1.703 0.412 -1.655
C 0.264 -2.267 -0.700
N -1.961 1.521 0.289
H 0.709 1.404 1.928
```

Output
orbital gap	0.3530	Ha
SMILES string	[H]/N=C/N[C@H](C)CC

natural (NBO) atomic charge list, values in e, 5 entries: 0.20 -0.63 0.21 -0.40 0.32

=====

b:
DFT (ωB97M-V with the def2-TZVPD basis set) results for C5H12N2 in the gas phase.

```
19
Properties=species:S:1:pos:R:3
H -2.217 -1.616 -0.023
C 0.772 -0.126 -0.314
C 3.066 0.659 -0.520
H -1.475 1.314 0.131
H -1.960 -0.689 -1.488
H 0.575 0.944 -0.303
N -2.238 0.156 1.757
H -3.134 0.752 -0.037
H -1.308 -0.076 2.094
N 2.142 -0.456 -0.278
C -2.147 0.470 0.331
C -1.668 -0.765 -0.430
H 4.039 0.272 -0.805
H 0.093 -2.093 -0.310
H 3.183 1.224 0.406
C -0.185 -1.045 -0.314
H 2.311 -1.226 -0.910
H 2.684 1.340 -1.284
H -2.533 0.961 2.297
```

Output
orbital gap	0.3314	Ha
SMILES string	CN/C=C/CCN

natural (NBO) atomic charge list, values in e, 5 entries: 0.22 -0.02 -0.41 0.16 0.21

=====

The most stable of them is b.

=====

a:
DFT (ωB97M-V with the def2-TZVPD basis set) results for C7H10N2O2 in the gas phase.

```
21
Properties=species:S:1:pos:R:3
H 2.681 -1.737 -0.403
H 0.788 -1.641 0.907
H -3.959 -1.964 -0.372
N -0.457 -0.566 -0.269
H 1.313 -2.408 -1.090
C -2.392 0.437 -0.123
H 1.707 1.363 -0.933
C -0.248 1.852 -0.196
O -3.369 -1.748 0.353
H 1.790 -0.831 -1.699
C -2.512 -0.828 0.290
O -0.687 2.984 -0.421
C 1.746 -1.452 -0.816
C 1.363 0.457 1.032
H 2.264 0.395 1.629
C 0.810 -0.813 0.290
C 1.196 1.634 0.121
H 0.489 0.441 1.734
H 1.638 2.454 0.499
H -3.158 1.290 -0.290
N -1.004 0.681 -0.242
```

Output
orbital gap (spin up / spin down)	0.2790 / 0.2747	Ha

natural (NBO) atomic charge list, values in e, 5 entries: 0.20 0.21 0.49 -0.29 0.21

=====

b:
DFT (ωB97M-V with the def2-TZVPD basis set) results for C7H10N2O2 in the gas phase.

```
21
Properties=species:S:1:pos:R:3
N 0.114 -0.675 -0.648
H -2.934 1.835 -0.533
C 0.396 -0.420 0.608
H 0.665 -1.519 -2.373
H -1.773 2.163 1.517
H 2.052 -1.449 1.620
C 2.269 -1.412 -0.515
C 1.863 -0.677 0.825
O -2.926 0.397 -2.213
H -0.336 2.288 0.405
O -1.098 -0.513 -1.387
C -0.616 0.397 1.441
H 3.198 -1.030 -1.008
C -2.078 0.433 -1.364
H 2.606 -2.441 -0.423
H -1.577 -0.120 1.941
N -2.086 1.379 -0.403
C -1.138 1.701 0.720
C 1.126 -1.165 -1.427
H -0.046 0.592 2.264
H 2.318 0.236 0.953
```

Output
orbital gap (spin up / spin down)	0.2541 / 0.2542	Ha

natural (NBO) atomic charge list, values in e, 5 entries: 0.08 0.41 0.01 0.23 0.21

=====

c:
DFT (ωB97M-V with the def2-TZVPD basis set) results for C7H10N2O2 in the gas phase.

```
21
Properties=species:S:1:pos:R:3
C -0.286 0.457 -0.462
O -0.802 -0.171 -1.562
H -1.173 2.444 -0.800
C 0.071 2.312 1.040
N 0.006 -1.438 -1.616
C 1.263 0.263 1.416
C 0.792 -1.572 -0.443
H 1.474 -0.450 2.216
H -1.919 1.542 0.502
H -1.693 -2.604 -1.353
C -0.739 -2.574 -2.004
C -0.962 1.761 0.018
H 2.272 0.715 1.293
O 1.366 -2.656 -0.175
H -0.345 0.900 2.534
H -0.404 3.163 1.503
C 0.617 -0.247 0.233
H 0.914 2.797 0.532
N 0.484 1.310 2.030
H -0.861 -2.517 -3.083
H -0.075 -3.435 -1.818
```

Output
orbital gap	0.3558	Ha
SMILES string	Cn1oc2c(c1=O)CNCC2

natural (NBO) atomic charge list, values in e, 5 entries: 0.40 -0.32 0.23 -0.23 -0.15

=====

The most stable of them is c.